# 1
A 3-piece molecular cluster, C3H12N2O overall in a non-equilibrium geometry, computed with ωB97M-V/def2-TZVPD.

```
18
Properties=species:S:1:pos:R:3:forces:R:3:mulliken_spin:R:1
C 2.781980 -1.625434 -1.796381 -1.99 -2.74 2.05 0.0075
C 1.989521 -1.451162 -0.700724 2.48 3.16 -0.75 0.0025
N -0.129313 3.698098 5.957230 2.19 -1.47 -1.34 0.0000
H 2.726171 -2.676744 -2.138103 0.34 0.91 -0.89 -0.0004
H -2.708308 -0.316752 -3.551165 1.71 -1.87 -1.14 0.0006
H 3.556636 -0.944993 -2.098248 0.00 0.10 -0.10 0.0007
H 1.232101 -2.102602 -0.256720 0.59 0.02 -0.27 0.0014
H 2.335412 -0.465540 -0.214260 -1.55 -1.48 -0.03 -0.0007
H -1.057919 3.885497 6.242430 -1.22 -0.01 -0.60 0.0000
H 0.046347 3.156098 5.029978 -1.11 1.34 2.50 0.0000
H 0.255218 3.151585 6.731920 0.14 0.14 -0.55 0.0000
N -2.125852 -0.241629 -1.305853 0.15 -2.97 2.65 0.6517
C -1.302820 -0.679710 -2.375665 -1.07 0.31 -1.03 0.0716
O -1.888563 -0.950820 -3.614741 -2.44 2.12 2.11 0.1123
H -2.882981 -0.993427 -0.936346 1.55 2.57 -1.22 0.0066
H -1.506970 0.116403 -0.492409 -1.54 -0.33 -1.48 -0.0084
H -0.806679 -1.573613 -1.973315 0.45 -0.69 0.24 0.1137
H -0.513987 0.014741 -2.507622 1.31 0.89 -0.14 0.0409
```
Positions in Å, forces in eV/Å.

Values from the calculation:
Energy relative to the best compared isomer or geometry (same formula, charge and spin)   84.3 kcal/mol
HOMO (alpha / beta)   -11.6 / -11.6 eV
Orbital gap (alpha / beta)   7.41 / 2.04 eV
Multiplicity   2
LUMO energy (alpha / beta)   -0.153 / -0.350 Ha
Net charge   +1



# 2
C28H25ClN5O3Zr as an isolated structure, computed with ωB97M-V/def2-TZVPD.

```
63
Properties=species:S:1:pos:R:3:forces:R:3:lowdin_charge:R:1
Zr 0.401252 -0.308186 -0.025851 -0.04 -0.18 0.02 1.8830
Cl -1.290712 6.908026 -1.154108 -0.01 0.02 0.01 0.7741
C -0.835666 5.256766 -1.133838 0.07 -0.06 -0.11 -0.6490
C -0.216168 4.688981 -2.251166 -0.05 0.08 0.07 -0.0330
C 0.155581 3.355820 -2.252068 0.07 -0.16 -0.02 0.0212
C -0.080276 2.570502 -1.135799 -0.13 0.17 -0.16 -0.2934
O 0.260790 1.262953 -1.137512 0.13 -0.04 0.18 -0.2582
C -0.708960 3.121137 -0.007874 0.02 -0.09 -0.04 -0.1323
C -1.044433 2.353355 1.154541 -0.02 -0.01 0.00 -0.0156
N -0.751051 1.109370 1.407208 -0.04 0.18 0.07 -0.0196
C -1.223429 0.538738 2.640302 -0.03 -0.04 0.06 -0.1926
C -1.819021 1.197256 3.687664 0.03 0.03 -0.04 0.0258
C -2.281931 0.492468 4.816654 -0.01 -0.03 0.04 -0.0132
C -2.155444 -0.864812 4.903131 0.00 0.03 0.01 0.0218
C -1.528808 -1.574194 3.853841 0.05 0.03 -0.01 -0.1234
C -1.350656 -2.974713 3.860979 0.00 0.00 -0.01 0.0678
C -0.729277 -3.598667 2.807966 -0.01 -0.03 0.03 0.0033
C -0.273875 -2.823220 1.744722 -0.02 0.00 0.04 -0.0820
N -0.422690 -1.498557 1.699844 0.11 -0.10 -0.17 -0.0588
C -1.052376 -0.858227 2.738558 -0.03 -0.08 -0.09 -0.1625
C -1.086921 4.475551 -0.027934 -0.04 -0.02 0.10 -0.0217
H -0.041017 5.301646 -3.125707 0.00 0.00 0.00 0.1296
H 0.610470 2.907318 -3.125600 0.00 0.03 -0.01 0.1337
H -1.627730 2.905640 1.886897 -0.01 -0.02 0.01 0.1312
H -1.956357 2.269750 3.685980 0.01 0.00 -0.01 0.1202
H -2.749898 1.046606 5.618366 0.00 0.00 0.00 0.1318
H -2.523735 -1.403760 5.766055 0.00 0.00 0.00 0.1388
H -1.711061 -3.550906 4.704656 0.00 0.01 0.00 0.1463
H -0.585020 -4.669120 2.790254 0.00 0.00 -0.01 0.1320
H 0.226906 -3.288700 0.902570 0.01 0.02 -0.01 0.1250
H -1.583797 4.908222 0.831805 0.00 0.01 -0.01 0.1301
O 3.040053 -1.608802 -2.625201 0.17 -0.01 0.21 0.1566
C 2.081550 -1.718348 -1.919157 -0.23 -0.18 -0.18 -0.5274
O 2.037040 -1.396179 -0.618570 0.02 0.23 -0.06 -0.2495
C 0.721639 -2.134922 -2.425747 -0.15 0.00 0.11 -0.1649
C 0.532758 -2.793777 -3.632567 0.11 -0.01 -0.03 0.0523
C -0.754919 -3.071906 -4.024104 -0.08 0.01 0.00 0.0752
C -1.845366 -2.673293 -3.226545 0.06 0.02 0.05 -0.1205
C -3.193002 -2.913400 -3.590546 -0.03 -0.01 -0.01 0.0173
C -4.209556 -2.482673 -2.789494 -0.01 -0.01 -0.02 -0.0189
C -3.932004 -1.798136 -1.584271 0.01 -0.01 0.00 -0.0206
C -2.642368 -1.561674 -1.197952 0.06 0.00 0.00 -0.0236
C -1.576090 -1.992561 -2.013617 -0.01 -0.01 -0.04 -0.1885
N -0.282973 -1.750165 -1.633638 -0.02 0.14 0.00 0.0069
H 1.392842 -3.066099 -4.227598 0.00 0.00 0.00 0.1423
H -0.945272 -3.591527 -4.955440 0.01 0.00 0.00 0.1457
H -3.401544 -3.439275 -4.513338 0.01 0.00 0.00 0.1366
H -5.237290 -2.665291 -3.071088 0.00 0.00 0.00 0.1290
H -4.755202 -1.469986 -0.963896 0.01 0.01 0.01 0.1258
H -2.433469 -1.060644 -0.254552 -0.05 0.01 0.01 0.0919
N 5.719071 1.389511 -0.571865 0.02 0.00 -0.01 0.2162
C 4.774963 1.069141 0.558934 -0.14 -0.02 0.02 -0.1055
C 3.322917 1.130235 0.076635 0.07 -0.02 0.02 -0.2125
N 2.378668 0.547084 1.065167 0.13 0.05 -0.07 -0.0403
H 6.694340 1.316001 -0.264259 0.00 0.00 -0.01 0.1892
H 5.590002 2.339564 -0.931764 0.00 0.00 0.00 0.1852
H 5.598011 0.739373 -1.356203 0.00 0.00 0.00 0.1837
H 4.981496 1.768911 1.366843 0.04 0.00 -0.01 0.1466
H 5.026056 0.060772 0.886822 0.03 0.01 0.01 0.1464
H 3.241300 0.546831 -0.841199 -0.02 0.03 -0.01 0.0993
H 3.013104 2.154918 -0.131250 -0.01 0.00 0.01 0.1364
H 2.248987 1.180164 1.851536 -0.02 0.00 -0.01 0.1229
H 2.789594 -0.310917 1.433363 -0.03 0.01 0.05 0.1066
```
Positions in Å, forces in eV/Å.

Values from the calculation:
Energy relative to the best compared isomer or geometry (same formula, charge and spin)   0.0 kcal/mol
HOMO   -16.1 eV
Orbital gap   7.00 eV
Multiplicity   1
LUMO energy   -0.334 Ha
Net charge   +3



# 3
A 2-piece molecular cluster, C4H9NO overall in a non-equilibrium geometry, computed with ωB97M-V/def2-TZVPD.

```
15
Properties=species:S:1:pos:R:3:forces:R:3:lowdin_charge:R:1
N 0.949398 -2.581903 -1.387774 0.19 -0.44 -0.56 0.0566
C -0.189059 -1.889141 -1.106900 0.77 1.09 1.37 -0.2110
C -0.378045 -0.562616 -1.320216 -1.30 -1.62 -1.04 -0.1440
C -1.448872 0.155063 -0.644939 -0.71 0.84 0.25 -0.2317
C -2.165888 1.188625 -1.146339 1.20 -0.09 -0.69 -0.0338
H 1.077150 -3.551697 -1.175103 -0.31 -0.02 0.05 0.0837
H 1.727178 -2.146793 -1.847155 -0.11 0.18 -0.12 0.0917
H -0.852134 -2.364460 -0.395616 -0.05 -0.34 -0.07 0.1150
H 0.119229 -0.099309 -2.162597 0.26 0.31 0.24 0.0980
H -1.652067 -0.080655 0.402092 0.73 0.24 0.12 0.0907
H -2.278714 2.121070 -0.604000 -1.28 -0.48 0.52 0.0437
H -2.293331 1.266246 -2.224028 0.61 0.32 -0.06 0.0411
H 2.505483 2.059536 4.602949 -0.02 0.16 0.00 0.0320
H 2.251013 3.561114 4.812786 0.01 -0.11 -0.01 0.0309
O 2.628665 2.924920 4.196841 0.01 -0.05 0.01 -0.0630
```
Positions in Å, forces in eV/Å.

Values from the calculation:
Energy relative to the best compared isomer or geometry (same formula, charge and spin)   69.8 kcal/mol
HOMO   -7.3 eV
SMILES   C=C/C=C/N.O
Orbital gap   8.36 eV
Multiplicity   1
LUMO energy   0.037 Ha



# 4
One molecule with the formula C26H26N2O5, computed with ωB97M-V/def2-TZVPD.

```
59
Properties=species:S:1:pos:R:3:forces:R:3:lowdin_charge:R:1
C 0.064930 3.531588 1.555658 0.06 0.15 0.23 -0.0767
H -0.758694 4.119828 1.957693 0.10 -0.01 0.01 0.0948
H 0.879290 4.205070 1.268533 -0.03 -0.05 0.00 0.0947
H 0.417249 2.830764 2.318015 0.00 0.01 -0.03 0.1026
O -0.459593 2.850537 0.442706 -0.05 -0.36 -0.37 -0.0905
C 0.340587 1.936154 -0.189207 0.03 -0.10 -0.24 -0.2130
C 1.688689 1.760241 0.048530 -0.10 0.06 0.06 0.0556
C 2.410661 0.783245 -0.637491 -0.44 -0.15 -0.19 -0.1914
C 1.804957 0.010529 -1.624390 0.21 0.19 0.23 -0.2005
C 0.445048 0.190145 -1.851747 -0.07 0.06 0.04 0.0347
C -0.297594 1.111178 -1.135262 0.26 0.08 0.06 -0.1539
N -1.685945 1.226707 -1.231789 0.11 0.50 0.21 0.1598
C -2.541950 0.355622 -1.830970 -0.60 0.36 -0.11 -0.4718
O -2.229474 -0.433600 -2.696126 0.11 -0.27 -0.11 0.0870
C -3.953830 0.434772 -1.275213 0.17 -0.14 0.02 -0.0441
H -4.604126 -0.147936 -1.929018 0.08 0.06 -0.02 0.1271
H -4.308743 1.466549 -1.258659 -0.04 0.03 -0.01 0.1316
C -3.994890 -0.152662 0.152686 -0.04 -0.05 -0.02 -0.2567
C -5.431116 -0.319051 0.581658 0.07 0.09 0.07 -0.2074
C -5.985055 0.531729 1.528505 0.05 -0.02 -0.03 -0.0327
C -7.307634 0.396145 1.913664 -0.09 0.03 0.05 -0.0840
C -8.094840 -0.594594 1.354011 -0.09 0.02 0.05 -0.0943
C -7.551934 -1.447999 0.408174 -0.05 -0.08 -0.05 -0.0792
C -6.230656 -1.310207 0.024009 0.01 0.04 0.04 -0.0401
H -5.816907 -1.981254 -0.713935 0.05 -0.10 -0.11 0.1169
H -8.160801 -2.224061 -0.032049 -0.05 -0.06 -0.04 0.1028
H -9.126679 -0.702542 1.653733 -0.08 -0.01 0.02 0.1001
H -7.723136 1.064815 2.653320 -0.03 0.05 0.06 0.1016
H -5.374103 1.304922 1.972686 0.09 0.07 0.04 0.1126
H -3.504103 0.544077 0.841939 -0.09 -0.09 -0.06 0.1343
C -3.214256 -1.476451 0.224161 0.06 0.16 0.03 -0.0424
C -1.751371 -1.238838 0.532747 0.05 0.16 0.29 -0.5314
O -1.331348 -0.355840 1.236608 -0.01 0.02 0.18 0.1095
O -0.965515 -2.140649 -0.045431 0.20 -0.60 -0.37 0.1327
H -0.026295 -1.971188 0.140649 -0.18 0.25 0.16 0.1376
H -3.610240 -2.090526 1.037833 0.06 -0.01 -0.04 0.1439
H -3.283228 -2.045653 -0.702201 -0.07 -0.05 0.02 0.1300
H -2.062719 1.855815 -0.534319 -0.10 -0.18 -0.09 0.1425
H -0.056418 -0.419700 -2.585081 -0.01 0.01 -0.04 0.1119
C 2.569295 -0.991973 -2.428712 -0.02 -0.12 0.06 -0.0318
H 3.528918 -0.583032 -2.742260 0.08 -0.02 -0.07 0.0859
H 2.772377 -1.878874 -1.828320 0.03 -0.03 -0.09 0.0734
H 2.000204 -1.285094 -3.306203 0.00 0.01 -0.11 0.0819
N 3.771128 0.604151 -0.302685 0.11 0.37 -0.10 0.1300
C 4.289429 -0.580002 0.136241 -0.04 0.04 0.07 -0.4325
O 3.633638 -1.598021 0.237761 0.01 -0.06 0.12 0.0759
C 5.736418 -0.518850 0.491028 0.29 -0.13 0.07 -0.1379
C 6.204790 -1.384731 1.474795 -0.15 0.03 -0.07 -0.0162
C 7.537955 -1.373528 1.838849 0.00 -0.02 0.03 -0.0727
C 8.418850 -0.507287 1.211993 0.05 0.03 -0.03 -0.0838
C 7.964057 0.341315 0.215872 0.12 0.06 0.01 -0.0808
C 6.628375 0.340339 -0.144298 -0.13 -0.04 0.04 -0.0383
H 6.290918 0.988146 -0.941288 -0.03 0.03 -0.06 0.1107
H 8.654086 1.004631 -0.284877 0.05 0.04 -0.04 0.1032
H 9.461716 -0.498671 1.492490 0.08 0.00 0.02 0.1027
H 7.892701 -2.042795 2.608431 0.02 -0.05 0.06 0.1045
H 5.503919 -2.059469 1.942820 -0.06 -0.06 0.02 0.1182
H 4.293756 1.443273 -0.097440 0.02 -0.18 -0.03 0.1403
H 2.201822 2.353057 0.790434 -0.01 0.04 0.12 0.1128
```
Positions in Å, forces in eV/Å.

Values from the calculation:
Energy relative to the best compared isomer or geometry (same formula, charge and spin)   5.7 kcal/mol
HOMO   -7.9 eV
SMILES   COc1cc(NC(=O)c2ccccc2)c(C)cc1NC(=O)C[C@H](CC(=O)O)c1ccccc1
Orbital gap   8.43 eV
Multiplicity   1
LUMO energy   0.021 Ha



# 5
A 2-piece molecular cluster, C4H7N2O2 overall in a non-equilibrium geometry, computed with ωB97M-V/def2-TZVPD.

```
15
Properties=species:S:1:pos:R:3:forces:R:3:lowdin_charge:R:1
C 2.316094 0.528659 -0.148120 0.31 -0.01 -0.56 -0.3236
C -1.191256 0.049337 0.283927 1.37 -2.75 -0.18 -0.2889
C -0.246873 -0.729042 -0.222997 0.72 -1.66 0.38 -0.0103
C -0.983673 1.501812 0.286244 -2.10 0.38 -1.04 0.0061
N 1.432228 0.490343 -0.978969 -0.47 -0.92 0.69 0.1954
N 0.306257 -1.897765 -0.237464 0.20 -0.73 -1.11 0.1896
O 3.135459 0.355931 0.635735 0.18 0.11 0.46 0.2553
O -2.301488 -0.714084 0.603456 -0.30 1.92 0.26 0.0977
H -1.434133 1.930130 1.162199 -1.39 0.54 -0.19 0.1056
H -1.309635 1.816500 -0.767653 0.21 0.51 1.91 0.1485
H 0.010286 1.771267 0.516057 1.31 -0.16 -0.47 0.0620
H 1.048197 1.130059 -1.615487 0.03 1.09 -0.79 0.1126
H 0.364968 -2.532886 -1.045731 -0.50 0.93 -0.14 0.1610
H -2.195564 -1.513009 1.151222 0.58 0.47 -0.27 0.1477
H 1.049140 -2.187256 0.377575 -0.15 0.28 1.06 0.1413
```
Positions in Å, forces in eV/Å.

Values from the calculation:
Energy relative to the best compared isomer or geometry (same formula, charge and spin)   69.3 kcal/mol
HOMO   -14.6 eV
Orbital gap   10.03 eV
Multiplicity   1
LUMO energy   -0.169 Ha
Net charge   +1